# 1
117
Properties=species:S:1:pos:R:3 method="wB97M-V/def2-TZVPD" e_lumo_ev=3.534 total_charge=-2 gap_ev=3.75 total_energy_ev=-147760.6393
Rb -2.7574 -0.1119 0.2770
O -3.5778 -3.4273 3.0692
N -3.7066 -2.2934 2.5557
N -4.4632 -1.4264 3.1653
O -4.5763 -0.2325 2.5934
C -5.0926 -1.5986 4.4335
C -5.6535 -0.4399 4.9826
C -6.2746 -0.4757 6.2173
C -6.3618 -1.6647 6.9325
C -5.8182 -2.8144 6.3833
C -5.1848 -2.8000 5.1454
H -5.5753 0.4651 4.3995
H -6.6971 0.4360 6.6235
H -6.8497 -1.6932 7.8996
H -5.8810 -3.7531 6.9221
H -4.7659 -3.6996 4.7345
C -2.6196 4.0560 -1.2477
Si -1.2121 2.7512 -1.5593
C 0.2723 4.0147 -1.6288
C -1.4848 2.4689 -3.4687
C -0.4821 2.8681 -4.3670
C -0.6021 2.7298 -5.7447
C -1.7666 2.1943 -6.2729
C -2.7646 1.7693 -5.4023
C -2.6539 1.8609 -4.0080
Si -4.0659 1.0740 -2.9061
C -4.7740 -0.2717 -4.1290
C -5.4558 2.4014 -3.2025
H -2.6805 4.7826 -2.0673
H -2.4395 4.6170 -0.3213
H -3.5950 3.5741 -1.1485
H 0.1056 4.8368 -2.3380
H 1.2213 3.5313 -1.8830
H 0.4090 4.4603 -0.6364
H 0.4317 3.3080 -3.9803
H 0.2060 3.0484 -6.3975
H -1.8958 2.0955 -7.3474
H -3.6619 1.3361 -5.8339
H -5.2020 0.1294 -5.0584
H -5.5753 -0.8079 -3.6085
H -4.0138 -1.0144 -4.3963
H -5.5804 2.6064 -4.2748
H -5.2442 3.3497 -2.7021
H -6.4106 2.0273 -2.8156
C 2.3115 -2.2978 -0.3719
C 2.6782 -2.2005 1.1026
As 4.4546 -2.8693 1.6349
C 4.4138 -4.6856 0.9147
C 5.6139 -5.3538 0.6734
C 5.6219 -6.6747 0.2508
C 4.4244 -7.3567 0.0782
C 3.2254 -6.7097 0.3360
C 3.2213 -5.3846 0.7530
C 5.4616 -1.9554 0.2247
C 5.7824 -2.4986 -1.0159
C 6.4310 -1.7312 -1.9748
C 6.7573 -0.4096 -1.7093
C 6.4342 0.1434 -0.4789
C 5.7970 -0.6277 0.4816
P 0.9846 -1.0663 -0.8080
C 2.0658 0.4235 -0.7931
C 2.8809 0.7901 -1.8612
C 3.7098 1.8990 -1.7682
C 3.7469 2.6489 -0.6015
C 2.9396 2.2908 0.4687
C 2.0929 1.1951 0.3677
C 0.8182 -1.3692 -2.6051
C 1.6085 -2.2461 -3.3494
C 1.4044 -2.3867 -4.7154
C 0.4192 -1.6433 -5.3530
C -0.3744 -0.7713 -4.6214
C -0.1850 -0.6488 -3.2526
H 1.9348 -3.2931 -0.6175
H 3.1871 -2.1110 -0.9967
H 1.9299 -2.6735 1.7421
H 2.7223 -1.1547 1.4202
H 6.5553 -4.8320 0.8089
H 6.5643 -7.1729 0.0577
H 4.4271 -8.3875 -0.2535
H 2.2860 -7.2327 0.2082
H 2.2748 -4.8973 0.9513
H 5.5096 -3.5204 -1.2491
H 6.6610 -2.1639 -2.9410
H 7.2438 0.1936 -2.4656
H 6.6586 1.1817 -0.2721
H 5.5378 -0.1803 1.4355
H 2.8510 0.2202 -2.7827
H 4.3198 2.1830 -2.6179
H 4.3824 3.5242 -0.5350
H 2.9423 2.8854 1.3750
H 1.4246 0.9488 1.1863
H 2.3927 -2.8235 -2.8749
H 2.0233 -3.0732 -5.2826
H 0.2692 -1.7432 -6.4217
H -1.1394 -0.1740 -5.1007
H -0.8100 0.0396 -2.6893
C -0.5213 1.8504 5.5957
N -1.3161 1.5077 4.4337
C -1.7710 0.1282 4.4255
C -0.9615 2.0524 3.2014
N -0.8551 1.3070 2.1733
N -0.7411 3.4393 3.2449
C -0.2446 4.0283 2.0136
C -1.7946 4.2457 3.8456
H 0.2982 1.1311 5.7417
H -1.1451 1.8330 6.4936
H -0.0879 2.8407 5.4832
H -2.2301 -0.0856 5.3930
H -0.9486 -0.5774 4.2524
H -2.5186 -0.0056 3.6472
H -0.7638 1.8337 1.2981
H 0.6121 3.4693 1.6414
H 0.0712 5.0531 2.2181
H -0.9996 4.0465 1.2191
H -2.1874 3.7616 4.7348
H -2.6244 4.4035 3.1439
H -1.3880 5.2219 4.1202

# 2
141
Properties=species:S:1:pos:R:3 method="wB97M-V/def2-TZVPD" e_lumo_ev=0.639 total_charge=-1 gap_ev=6.30 total_energy_ev=-200717.5080
C -6.0218 -2.7902 -0.3039
O -5.2196 -1.7483 -0.9795
C -4.0934 -2.3326 -1.7341
C -2.8164 -1.2813 -1.6072
C -2.8248 -0.1620 -2.8432
C -2.0036 -0.6641 -4.1791
C -0.8616 0.4350 -4.7001
C -0.2228 -0.1111 -6.1110
C 1.4270 0.0517 -6.1610
C 2.1683 -0.7094 -4.8698
C 2.7282 0.3682 -3.7639
C 2.1964 0.0638 -2.2138
Ga 3.5547 -0.9755 -1.0531
C 3.8256 -0.0756 0.8078
C 3.9581 1.5596 0.7528
C 4.8017 2.1641 2.0621
S 3.7147 2.5194 3.5510
C 4.2904 4.1128 4.4323
S 5.8378 4.0753 5.1340
N 3.3342 5.2806 4.3972
C 3.9157 6.5095 3.7373
C 4.2346 7.9517 4.4468
C 4.8351 9.2836 3.6364
C 5.1111 9.1715 2.0028
C 4.8170 7.7219 1.2854
C 4.2212 6.3896 2.0989
C 2.6846 5.5676 5.7286
C 1.0383 5.8494 5.7105
C 0.1455 6.2299 7.0316
C 0.8872 6.3217 8.4908
C 2.5359 6.0552 8.5543
C 3.4196 5.6787 7.1877
C 3.0521 -2.9580 -0.6926
F 3.4441 -3.2228 0.7423
F 3.8718 -3.8993 -1.5054
C 1.4804 -3.3288 -0.9742
F 0.6698 -2.4909 -0.0365
F 1.0940 -2.9442 -2.3825
C 1.1007 -4.9162 -0.8212
F 1.3006 -5.5498 -2.1765
F 1.9532 -5.6799 0.1192
C -0.4740 -5.2079 -0.4230
F -0.8236 -4.8249 0.9673
F -1.3402 -4.5852 -1.4567
F -0.6956 -6.6916 -0.5386
H -5.7563 -2.8435 0.8534
H -5.9063 -3.8592 -0.7781
H -7.1626 -2.4813 -0.3764
H -4.4109 -2.3457 -2.8712
H -3.8009 -3.4088 -1.3376
H -1.8023 -1.8619 -1.5352
H -2.9948 -0.6732 -0.6021
H -2.3697 0.8784 -2.4765
H -3.9462 0.0149 -3.1355
H -2.7985 -0.7575 -5.0557
H -1.5548 -1.7338 -4.0009
H -1.3974 1.4687 -4.9038
H -0.0535 0.6548 -3.8598
H -0.5014 -1.2416 -6.2783
H -0.7237 0.4769 -7.0201
H 1.8111 -0.4239 -7.1660
H 1.7238 1.2016 -6.2017
H 3.0975 -1.2861 -5.3284
H 1.3583 -1.4306 -4.4304
H 3.8985 0.4355 -3.8246
H 2.2674 1.4242 -4.0636
H 1.1146 -0.3860 -2.2476
H 2.0819 1.1405 -1.7140
H 4.9934 -0.9796 -1.8168
H 4.7971 -0.5533 1.2622
H 2.8902 -0.3806 1.4553
H 4.5159 1.8099 -0.2728
H 2.8818 2.0113 0.6598
H 5.5290 1.2719 2.3792
H 5.4380 3.0692 1.6830
H 4.0091 8.0584 5.6081
H 5.0196 10.2792 4.2513
H 5.4976 10.1418 1.4755
H 5.0091 7.6542 0.1221
H 3.9969 5.3613 1.5480
H 0.4890 5.7934 4.6580
H -1.0161 6.4321 6.8450
H 0.2337 6.5705 9.4398
H 3.0156 6.1518 9.6267
H 4.5760 5.5316 7.2855
C -7.0652 -7.7109 -4.3783
C -6.3474 -6.4061 -4.0899
O -7.1341 -5.2868 -4.5237
C -8.1560 -4.9108 -3.6925
O -8.4200 -5.4727 -2.6322
C -8.8806 -3.6847 -4.2472
F -9.1716 -3.8015 -5.5751
F -8.1373 -2.5476 -4.1204
F -10.0661 -3.4357 -3.6215
H -7.3333 -7.7771 -5.4381
H -6.4348 -8.5664 -4.1178
H -7.9987 -7.7863 -3.8106
H -5.4102 -6.3726 -4.6544
H -6.0879 -6.3104 -3.0289
C -1.3438 -10.0705 -1.4614
C -2.5504 -10.9832 -1.5704
O -3.4942 -10.4665 -2.5201
C -3.2037 -10.6893 -3.8402
O -2.2043 -11.2877 -4.2311
C -4.3072 -10.1310 -4.7382
F -4.6794 -8.8655 -4.3896
F -5.4418 -10.8871 -4.6887
F -3.9478 -10.0704 -6.0520
H -1.6547 -9.0475 -1.2239
H -0.6597 -10.4228 -0.6836
H -0.7937 -10.0222 -2.4070
H -3.0638 -11.0266 -0.6047
H -2.2622 -12.0093 -1.8282
C 6.6078 15.8946 0.0284
C 7.4045 14.9012 0.8526
O 6.6303 14.4267 1.9641
C 5.7058 13.4556 1.6833
O 5.5160 12.9932 0.5609
C 4.9870 13.0093 2.9560
F 4.5710 14.0596 3.7212
F 5.7870 12.2491 3.7583
F 3.8756 12.2597 2.7075
H 6.2412 16.7119 0.6587
H 7.2220 16.3138 -0.7741
H 5.7278 15.4237 -0.4223
H 8.2867 15.3972 1.2696
H 7.7638 14.0631 0.2438
C -1.7664 -6.1113 3.7618
C -2.4766 -4.7711 3.7826
O -3.6898 -4.8508 4.5451
C -3.5498 -4.8003 5.9069
O -2.4689 -4.6968 6.4820
C -4.9147 -4.8480 6.5929
F -5.7235 -5.8240 6.0880
F -5.6010 -3.6771 6.4535
F -4.8315 -5.0827 7.9334
H -2.4363 -6.8967 3.3960
H -0.8819 -6.0717 3.1189
H -1.4482 -6.4096 4.7663
H -2.7608 -4.4926 2.7629
H -1.8290 -3.9735 4.1656

In the order shown, the computed energy relative to the best compared isomer or geometry (same formula, charge and spin) values come out to 7.5; 2674.7 kJ/mol.